192
Properties=species:S:1:pos:R:3:forces:R:3 method="wB97M-V/def2-TZVPD" e_lumo_ha=0.1068 e_above_lowest_ev=0.673 charge=-2 max_force_ha_per_bohr=0.0902
O 0.793040 0.991777 2.557868 0.621 0.029 0.313
C 0.243719 0.772139 1.277865 -0.714 1.598 0.377
C 1.318565 0.911609 0.240424 2.198 -1.805 1.398
O 1.065945 0.220102 -0.934079 -0.967 -0.509 -1.493
H -0.538968 1.543932 1.107722 0.111 -0.398 -0.195
H -0.193072 -0.193658 1.104630 -0.356 -0.844 0.246
H 2.263348 0.419588 0.617497 -0.744 0.713 0.339
H 1.531696 1.891331 -0.051064 0.311 1.894 0.229
C -0.866545 -0.944087 4.749736 2.029 1.610 0.996
O -0.831970 -1.692711 5.818658 -0.180 2.973 -1.373
N -0.795551 -1.663751 3.575184 -0.140 0.479 -0.151
N -0.842511 0.506294 4.643761 -0.823 -4.474 0.903
H -0.539722 -1.166582 2.748805 0.093 0.520 -0.331
H -0.340042 -2.567096 3.572080 -0.204 -0.059 0.541
H 0.181400 0.955049 3.366537 -0.002 -0.534 -0.844
H -1.046085 0.859347 5.592590 0.242 -0.240 -0.555
C 3.175086 -4.890905 -2.873353 -2.299 -0.955 3.599
O 2.699416 -5.989395 -2.465017 1.796 2.294 -1.543
N 3.437355 -3.852844 -1.962166 0.401 -0.441 -1.389
N 3.264367 -4.507784 -4.163792 -0.058 -0.760 -1.944
H 3.668030 -2.948842 -2.331418 0.037 0.191 0.070
H 3.402247 -3.897494 -0.958783 -0.071 -0.559 -0.088
H 3.635926 -3.609806 -4.476192 -0.324 -0.598 0.356
H 2.876377 -5.163733 -4.870172 0.614 0.946 1.022
C 4.487899 2.872209 2.677351 -0.665 -0.745 -0.277
O 5.641112 2.892592 3.053849 0.761 -0.286 0.411
N 3.668174 1.737456 2.972766 0.243 1.957 -1.342
N 4.009854 3.865993 1.856579 0.511 -1.524 0.221
H 2.657014 1.757418 2.748684 0.699 -0.341 0.606
H 4.045102 1.221345 3.749643 -0.434 -0.070 0.111
H 3.054172 4.114496 1.882355 -0.942 0.432 0.073
H 4.658037 4.617569 1.720538 0.056 0.182 0.139
C -0.410414 -5.492374 -4.352234 -1.457 1.191 -0.805
O -0.045819 -5.132894 -3.252676 0.229 -0.091 -0.017
N -0.767776 -4.622372 -5.383535 0.247 -2.534 0.233
N -0.656672 -6.788820 -4.744245 0.064 -1.806 1.022
H -0.783219 -5.129048 -6.282690 0.061 1.566 0.593
H -0.601498 -3.652550 -5.240036 0.376 0.743 -0.616
H -1.400808 -6.939994 -5.423179 0.398 0.143 0.457
H -0.630848 -7.497623 -3.984118 0.053 1.007 -0.926
C 4.116371 0.031922 -3.673451 0.654 -0.092 -0.375
O 5.155181 0.682845 -3.728693 0.795 0.495 -0.589
N 3.638356 -0.658742 -4.735202 0.921 -0.099 -1.049
N 3.486205 -0.110174 -2.534592 -3.404 -1.579 1.767
H 4.019934 -0.348431 -5.610589 0.177 0.083 -0.128
H 2.705930 -0.969703 -4.809251 -1.273 -0.318 0.308
H 2.538995 -0.555115 -2.401442 1.348 0.607 -0.511
H 3.731088 0.448777 -1.757230 0.555 0.536 0.619
C -3.781370 0.904464 -0.498472 -1.229 -2.847 0.764
O -4.748871 0.088829 -0.111590 3.274 2.890 -1.438
N -2.522043 0.330865 -0.857417 -4.500 -0.231 0.468
N -3.931882 2.250413 -0.567021 0.589 -1.200 -0.291
H -1.704644 0.879901 -0.848425 1.140 0.387 0.106
H -2.600429 -0.703139 -0.782051 1.011 0.881 0.004
H -3.225238 2.775675 -1.044070 0.479 0.422 0.191
H -4.785817 2.717763 -0.332454 -0.488 -0.299 0.165
C -3.638704 6.839392 0.592440 -0.134 3.595 2.443
O -4.008671 7.954558 1.125839 1.210 -3.795 -1.573
N -2.561046 6.072689 1.042664 -1.447 0.978 -0.941
N -4.271117 6.346346 -0.509872 0.183 -0.685 -0.448
H -2.279913 6.117295 2.005067 -0.093 0.174 0.300
H -2.381406 5.222581 0.540843 0.200 -0.359 0.063
H -4.893965 6.891633 -1.080002 0.127 0.397 0.492
H -3.767923 5.638985 -1.006387 0.092 -0.393 -0.232
C -1.420343 -3.437390 0.088027 0.026 1.134 -2.182
O -1.673698 -2.573266 -0.749487 -0.451 1.110 -0.736
N -2.093080 -3.532150 1.205570 -0.441 -0.616 1.847
N -0.435502 -4.317672 -0.195813 -0.294 0.333 1.833
H -2.739486 -2.827827 1.529583 0.093 0.068 -0.128
H -1.907078 -4.328942 1.772772 -0.138 -0.193 0.636
H 0.000653 -4.758964 0.577311 0.553 -1.005 0.168
H -0.349819 -4.545783 -1.141732 0.752 -0.626 -1.470
C 2.295644 4.032899 -4.629282 2.137 1.655 1.839
O 1.184983 3.835059 -5.069397 -1.490 -0.779 -0.862
N 3.437749 4.028036 -5.413823 0.272 -0.914 0.330
N 2.479931 4.445517 -3.337992 1.651 0.012 -0.841
H 4.396392 3.909083 -4.981825 -1.900 0.052 -0.520
H 3.200742 3.371961 -6.157711 0.840 0.059 -0.472
H 3.416918 4.500290 -2.959243 -0.257 0.027 -0.232
H 1.749760 4.409182 -2.682182 -1.109 -0.178 0.826
C -1.570262 -1.417280 9.360467 -1.863 0.332 -0.425
O -2.006824 -1.748680 10.437435 -0.914 0.447 1.260
N -2.175366 -0.563146 8.463447 0.260 0.374 -0.136
N -0.477673 -1.999876 8.886216 2.476 -1.706 -0.830
H -2.894130 0.098534 8.690102 -0.002 -0.202 0.590
H -1.613097 -0.305308 7.673423 0.018 -0.114 -0.330
H -0.363407 -2.938554 9.230595 0.113 0.057 0.653
H -0.303147 -2.073484 7.906088 -0.175 0.726 -0.845
C -4.848456 -8.293793 2.657255 1.984 0.052 1.437
O -5.831798 -7.812744 2.149544 -0.011 -0.600 -0.501
N -4.230506 -7.696552 3.751403 0.339 0.587 0.476
N -4.172626 -9.471147 2.328810 -0.405 0.329 0.445
H -3.369959 -7.958794 4.251421 -0.812 -0.260 -0.884
H -4.428609 -6.718574 3.864553 -0.338 0.044 0.050
H -3.207250 -9.594358 2.583606 -0.114 0.351 0.209
H -4.387110 -9.898099 1.474295 -0.605 -0.458 -1.174
C -4.651413 -0.937856 3.657296 1.677 -0.727 -0.228
O -5.843850 -1.056400 3.652103 -2.068 0.017 -0.652
N -3.978796 -1.123724 4.843010 -0.173 0.445 -0.936
N -3.866771 -0.769988 2.512562 -0.875 -0.309 1.669
H -3.002968 -0.915112 4.883557 0.151 -0.274 0.548
H -4.509985 -1.643005 5.521522 0.410 0.330 0.238
H -4.291942 -0.595040 1.615137 0.041 0.204 -0.182
H -2.909118 -0.584340 2.695615 0.765 0.202 -0.304
C 2.051318 0.916684 -7.261972 1.343 -1.050 -1.074
O 2.949514 1.746316 -7.400627 -0.350 -0.255 -0.091
N 0.993584 1.036561 -6.490375 -1.371 0.186 1.021
N 2.049115 -0.338296 -7.941509 1.430 0.501 0.697
H 0.903568 1.796923 -5.864190 0.182 1.280 0.341
H 0.480592 0.234585 -6.177971 -0.094 -0.515 -0.380
H 3.054528 -0.598826 -8.102917 -1.680 0.002 0.124
H 1.487860 -0.992823 -7.376824 0.677 -0.121 -0.659
C -1.508134 3.961992 4.036917 0.589 1.522 1.468
O -1.992632 5.069134 4.324513 0.247 -1.553 -1.088
N -2.026537 2.954259 3.283105 -1.482 0.764 -0.633
N -0.249503 3.577367 4.500514 -0.980 1.433 -0.589
H -1.541383 2.095731 3.349580 0.264 -1.086 0.090
H -3.023426 2.840503 3.107831 0.453 0.568 0.251
H 0.362945 4.229254 4.967616 -0.337 -0.293 -0.005
H -0.142725 2.603126 4.485894 1.073 -1.188 0.460
C 1.147376 5.445034 1.281584 -1.195 0.210 -1.800
O 1.980845 5.798438 2.088433 0.833 0.609 0.650
N 0.429337 4.331851 1.397821 -0.652 -0.980 -0.169
N 0.882791 6.111079 0.091690 0.101 1.152 -0.370
H -0.241873 4.015809 0.673541 0.536 0.212 0.596
H 0.577344 3.862872 2.266491 -0.389 -0.587 0.345
H 1.279008 7.052894 0.082933 -0.355 -0.553 -0.057
H -0.048950 6.021953 -0.346539 0.842 -0.072 0.642
C 6.902367 3.147898 -2.078998 0.196 -0.120 -0.712
O 7.435154 3.918811 -1.316593 0.111 0.632 0.601
N 5.551527 3.124912 -2.342707 -1.355 -0.646 -0.003
N 7.633118 2.299964 -2.864756 -0.527 0.514 0.718
H 4.982307 3.575996 -1.650963 0.215 0.291 0.489
H 5.091047 2.251616 -2.663162 1.004 0.609 -0.116
H 7.145477 1.601459 -3.356618 -0.214 -0.881 -0.888
H 8.615547 2.427481 -2.855663 0.516 -0.229 -0.020
C 5.285954 -1.240319 0.236704 -1.345 -0.204 0.016
O 4.375049 -2.075398 0.377863 0.527 0.611 -0.239
N 5.241452 0.004122 0.787798 0.943 1.086 0.693
N 6.329268 -1.525732 -0.577996 0.480 0.994 0.315
H 4.506388 0.382693 1.401798 -0.043 -0.856 -0.335
H 6.116117 0.480028 1.035099 -0.401 -0.359 -0.552
H 6.874793 -0.700311 -0.890719 -0.402 -1.562 -0.201
H 6.226380 -2.442346 -1.013979 0.534 0.818 -0.194
C -1.263214 -4.837337 6.340502 1.716 -0.018 0.464
O -1.565724 -5.969789 6.685094 -0.695 -0.122 -0.285
N 0.079519 -4.413614 6.610778 -2.324 -0.552 0.052
N -2.072374 -3.931775 5.704150 0.818 -0.730 0.621
H 0.675297 -5.223273 6.708180 0.131 0.384 -0.235
H 0.335971 -3.632776 6.054217 0.822 0.525 -0.447
H -1.788271 -2.941596 5.820175 -0.157 -0.328 -0.332
H -3.027276 -4.185371 5.791123 -0.771 -0.063 0.007
C 2.174778 -3.198109 2.233167 0.965 -0.562 1.687
O 1.580249 -4.172250 2.690773 -0.366 0.000 -0.344
N 3.336675 -2.709110 2.813239 -1.056 0.192 -0.388
N 1.729041 -2.439413 1.224995 -1.756 0.321 -2.481
H 3.866399 -3.363346 3.343750 0.110 -0.412 0.287
H 3.839134 -2.174937 2.128963 0.640 0.132 0.050
H 1.083254 -2.854909 0.539993 0.022 -0.147 1.031
H 2.340493 -1.873357 0.667430 0.778 0.321 0.547
C -0.019885 -1.305868 -4.288114 1.626 -1.533 0.890
O 0.388658 -1.770537 -5.376099 -0.242 0.184 0.194
N -0.760132 -0.238282 -4.175000 -1.349 1.634 0.704
N 0.421504 -1.884123 -3.082077 0.209 0.560 -2.160
H -1.304850 0.132507 -4.973367 0.298 -0.509 0.531
H -1.022878 -0.022516 -3.213084 -0.259 0.302 -0.616
H -0.073166 -1.743414 -2.220204 -0.499 -0.007 0.336
H 0.585498 -2.835383 -3.332953 0.435 -1.020 0.667
C -0.782291 3.690941 -1.902967 1.705 1.137 -0.568
O -1.380010 4.072166 -0.880790 -1.176 -0.338 1.286
N 0.275576 2.874705 -1.927645 -1.277 -0.013 -0.845
N -1.161181 4.388148 -3.080097 0.122 -1.589 -0.589
H 0.879343 0.952210 -1.545469 -0.469 0.047 -0.376
H 0.538215 2.823818 -2.915566 0.122 -0.244 0.153
H -0.531482 4.354782 -3.850685 0.651 -0.158 -0.539
H -1.727062 5.196789 -3.083433 -0.504 0.694 0.785
C -2.251425 1.881094 -5.831198 -0.263 2.929 0.894
O -2.308518 0.753672 -6.280420 0.124 -0.617 -0.582
N -1.527751 2.895128 -6.458504 -1.021 -2.791 -0.247
N -2.984915 2.225768 -4.675908 0.991 -0.356 0.388
H -1.167136 2.578273 -7.348870 0.238 0.376 0.290
H -1.417430 3.831255 -6.178074 -0.026 0.795 0.540
H -3.304162 1.357282 -4.238031 -0.030 0.506 -0.169
H -2.574385 2.874672 -3.961549 -0.173 -0.444 -1.196
C -7.537361 1.913990 1.170876 0.692 0.496 -1.421
O -8.445477 2.585135 1.613323 -0.373 -0.269 1.377
N -6.573455 1.210749 1.841124 -1.003 0.634 0.037
N -7.327226 1.999719 -0.196468 -0.003 0.159 -2.203
H -5.837442 0.689490 1.382321 -0.443 0.101 -0.436
H -6.898098 0.873458 2.714572 0.164 -0.379 0.874
H -8.021347 2.498658 -0.765521 0.247 -0.097 1.202
H -7.024182 1.215175 -0.748599 0.610 -0.448 0.552